DFT (wB97M-V/def2-TZVPD) results for C40H70N4O8S2W as an isolated structure in a non-equilibrium geometry.

Atoms and positions in Å:
W1 -1.736 -0.695 -0.675
C1 -4.081 1.435 -1.983
N1 -3.888 0.929 -0.597
C2 -5.180 0.325 -0.196
C3 -3.679 2.120 0.250
C4 -2.235 2.509 0.289
N2 -1.425 1.363 0.729
C5 -1.673 1.204 2.186
C6 -1.025 0.048 2.872
C7 -0.382 0.237 4.071
C8 0.084 -0.853 4.805
C9 -0.199 -2.118 4.303
C10 -0.833 -2.367 3.084
C11 -1.197 -1.226 2.350
O1 -1.710 -1.238 1.071
C12 -1.047 -3.822 2.639
C13 -0.181 -4.104 1.402
C14 -2.535 -4.023 2.315
C15 -0.669 -4.843 3.714
C16 0.866 -0.628 6.095
C17 2.122 0.197 5.767
C18 -0.013 0.144 7.093
C19 1.306 -1.941 6.743
C20 0.007 1.711 0.547
C21 0.417 2.066 -0.863
C22 1.519 2.875 -0.996
C23 1.981 3.264 -2.255
C24 1.214 2.885 -3.344
C25 0.062 2.094 -3.280
C26 -0.262 1.620 -2.003
O2 -1.255 0.673 -1.751
C27 -0.666 1.909 -4.637
C28 -0.980 3.310 -5.203
C29 -2.014 1.161 -4.601
C30 0.285 1.187 -5.614
C31 3.229 4.132 -2.381
C32 4.403 3.435 -1.677
C33 2.944 5.486 -1.704
C34 3.615 4.386 -3.839
H1 -4.927 2.122 -2.001
H2 -4.295 0.624 -2.667
H3 -3.192 1.960 -2.319
H4 -5.968 1.076 -0.285
H5 -5.131 -0.011 0.835
H6 -5.415 -0.508 -0.847
H7 -4.054 1.911 1.247
H8 -4.261 2.956 -0.136
H9 -2.094 3.349 0.972
H10 -1.900 2.833 -0.690
H11 -2.744 1.083 2.322
H12 -1.375 2.128 2.684
H13 -0.257 1.250 4.445
H14 0.100 -2.973 4.889
H15 -0.369 -3.397 0.604
H16 -0.389 -5.107 1.022
H17 0.882 -4.053 1.662
H18 -2.869 -3.291 1.587
H19 -3.136 -3.918 3.222
H20 -2.703 -5.021 1.900
H21 0.399 -4.828 3.947
H22 -0.909 -5.839 3.340
H23 -1.239 -4.694 4.635
H24 1.871 1.157 5.309
H25 2.778 -0.351 5.083
H26 2.681 0.400 6.684
H27 -0.256 1.146 6.730
H28 0.513 0.251 8.044
H29 -0.948 -0.390 7.279
H30 1.944 -2.530 6.077
H31 0.449 -2.550 7.045
H32 1.884 -1.722 7.642
H33 0.595 0.879 0.915
H34 0.235 2.575 1.177
H35 2.033 3.205 -0.098
H36 1.522 3.234 -4.319
H37 -1.595 3.880 -4.501
H38 -1.538 3.205 -6.137
H39 -0.083 3.893 -5.418
H40 -2.116 0.458 -3.788
H41 -2.161 0.620 -5.539
H42 -2.842 1.869 -4.525
H43 1.190 1.766 -5.800
H44 -0.214 1.045 -6.575
H45 0.595 0.207 -5.235
H46 4.209 3.277 -0.613
H47 5.303 4.048 -1.763
H48 4.610 2.464 -2.138
H49 2.754 5.370 -0.634
H50 2.070 5.963 -2.156
H51 3.800 6.154 -1.827
H52 3.809 3.451 -4.376
H53 4.529 4.980 -3.871
H54 2.842 4.949 -4.371
O3 -4.068 -2.081 0.216
H55 -4.048 -2.975 -0.152
H56 -4.700 -2.124 0.939
O4 -0.537 -1.388 -3.419
H57 -0.716 -0.901 -4.225
H58 -0.546 -2.316 -3.680
O5 -1.403 -2.542 -1.095
S1 -2.408 -3.251 -2.088
O6 -3.261 -4.124 -1.340
O7 -1.700 -3.818 -3.185
S2 -3.370 -1.497 -2.506
C35 1.873 -1.458 1.871
N3 2.284 -1.851 0.535
C36 3.586 -2.527 0.496
C37 3.723 -3.304 -0.788
C38 3.568 -2.311 -1.907
N4 2.348 -1.512 -1.743
C39 2.137 -0.618 -2.872
C40 1.675 -1.400 -0.578
O8 0.510 -0.852 -0.505
H59 1.962 -2.306 2.547
H60 0.852 -1.128 1.867
H61 2.518 -0.654 2.241
H62 3.632 -3.182 1.363
H63 4.394 -1.793 0.589
H64 2.949 -4.074 -0.845
H65 4.696 -3.788 -0.843
H66 3.502 -2.806 -2.875
H67 4.434 -1.643 -1.937
H68 3.017 0.025 -2.972
H69 1.275 -0.010 -2.709
H70 2.019 -1.189 -3.789

Summary:
- HOMO: -13.62 eV
- Spin multiplicity: 1
- Net charge: +2

=====

DFT (wB97M-V/def2-TZVPD) results for C40H70O20 as an isolated structure in a non-equilibrium geometry.

Atoms and positions in Å:
C1 -1.252 -4.064 1.215
C2 0.137 -4.712 1.212
C3 0.861 -3.557 1.876
O1 0.304 -2.372 1.306
C4 -1.036 -2.616 0.857
H1 -1.731 -4.226 2.180
H2 -1.907 -4.493 0.456
H3 0.472 -4.736 0.175
H4 0.283 -5.666 1.718
H5 1.904 -3.682 1.585
H6 0.821 -3.661 2.960
H7 -1.127 -2.460 -0.218
H8 -1.865 -2.142 1.382
C5 -0.878 -2.011 3.938
C6 -0.228 -0.650 4.032
C7 -1.073 0.185 3.139
O2 -2.352 -0.390 3.435
C8 -2.361 -1.779 3.857
H9 -0.551 -2.737 4.683
H10 -0.556 -2.458 2.998
H11 0.837 -0.711 3.808
H12 -0.348 -0.197 5.016
H13 -0.845 0.112 2.075
H14 -0.985 1.232 3.429
H15 -2.759 -2.463 3.107
H16 -2.811 -1.866 4.846
C9 -4.984 -0.939 -0.576
C10 -3.608 -1.043 -0.042
C11 -3.673 -1.839 1.289
O3 -4.994 -2.316 1.324
C12 -5.864 -1.461 0.590
H17 -5.063 -1.393 -1.564
H18 -5.192 0.124 -0.703
H19 -3.111 -0.082 0.087
H20 -2.954 -1.545 -0.756
H21 -3.493 -1.171 2.132
H22 -2.937 -2.639 1.352
H23 -6.283 -0.681 1.226
H24 -6.626 -2.083 0.120
C13 -2.515 1.606 1.113
C14 -1.151 2.197 1.061
C15 -1.186 3.151 2.206
O4 -1.862 2.439 3.214
C16 -2.953 1.775 2.569
H25 -2.498 0.551 0.837
H26 -3.162 2.170 0.442
H27 -0.863 2.594 0.088
H28 -0.451 1.403 1.321
H29 -1.615 4.120 1.952
H30 -0.249 3.323 2.736
H31 -3.842 2.389 2.713
H32 -3.144 0.831 3.079
C17 -0.685 -4.740 -2.839
C18 -0.208 -4.396 -1.425
C19 0.791 -3.252 -1.536
O5 0.392 -2.612 -2.774
C20 -0.076 -3.604 -3.690
H33 -1.767 -4.864 -2.880
H34 -0.283 -5.688 -3.198
H35 0.350 -5.199 -0.944
H36 -1.102 -4.089 -0.881
H37 1.826 -3.591 -1.593
H38 0.671 -2.539 -0.721
H39 0.773 -3.860 -4.323
H40 -0.892 -3.209 -4.295
C21 4.410 1.824 -3.754
C22 3.316 1.453 -2.744
C23 3.167 0.016 -2.294
O6 3.270 0.156 -0.881
C24 3.564 1.407 -0.532
O7 3.944 1.696 0.595
O8 3.627 2.143 -1.556
H41 4.580 2.900 -3.736
H42 4.150 1.592 -4.787
H43 5.370 1.356 -3.540
H44 2.301 1.748 -3.013
H45 3.830 -0.715 -2.756
H46 2.132 -0.251 -2.508
C25 2.670 -1.696 0.470
C26 2.306 -1.038 1.833
C27 3.359 -0.214 2.533
O9 2.852 1.101 2.482
C28 1.666 1.112 2.013
O10 0.963 2.128 1.882
O11 1.265 -0.077 1.591
H47 3.407 -2.487 0.614
H48 2.894 -0.852 -0.181
H49 1.833 -2.260 0.059
H50 1.878 -1.704 2.583
H51 4.348 -0.217 2.074
H52 3.487 -0.538 3.566
C29 -0.225 3.231 -2.006
C30 0.286 2.457 -3.199
C31 -0.606 2.517 -4.464
O12 0.391 2.676 -5.486
C32 1.562 2.939 -4.955
O13 2.569 3.075 -5.612
O14 1.519 2.996 -3.649
H53 -0.445 4.261 -2.288
H54 0.399 3.181 -1.113
H55 -1.158 2.803 -1.640
H56 0.414 1.424 -2.874
H57 -1.368 3.292 -4.391
H58 -1.111 1.562 -4.606
C33 1.057 1.361 -0.689
C34 0.457 0.040 -1.217
C35 -0.341 -0.632 -0.127
O15 -1.530 -0.936 -0.742
C36 -1.568 -0.565 -2.053
O16 -2.449 -0.772 -2.857
O17 -0.409 0.195 -2.315
H59 0.420 2.115 -0.228
H60 1.488 1.840 -1.568
H61 1.868 1.098 -0.010
H62 1.256 -0.603 -1.587
H63 -0.569 0.087 0.660
H64 0.243 -1.464 0.267
C37 2.859 3.844 -0.426
C38 1.472 3.719 0.257
C39 1.477 4.141 1.733
O18 0.408 5.061 1.876
C40 0.093 5.514 0.637
O19 -0.717 6.411 0.378
O20 0.715 4.812 -0.279
H65 2.816 3.734 -1.510
H66 3.463 3.010 -0.069
H67 3.315 4.799 -0.164
H68 1.060 2.713 0.178
H69 2.481 4.492 1.971
H70 1.345 3.270 2.376

Summary:
- HOMO: -8.43 eV
- Spin multiplicity: 1

=====

Number 1: E -3250.15344 a.u.. Number 2: E -3069.80929 a.u..